# C6H10N3P

One molecule with the formula C6H10N3P (ωB97M-V with the def2-TZVPD basis set, the OMol25 dataset).

```
! RIJCOSX wB97M-V def2-TZVPD def2/J DEFGRID3
* xyz 0 1
P 1.71230 -1.32024 2.71766
N -0.89677 -0.65051 2.46845
N 0.30764 -0.76833 1.89995
N -1.70894 -0.07566 1.68580
C 0.21260 -0.14531 0.56323
C -1.08876 0.24815 0.51724
C 0.68523 0.84470 -1.59254
C -1.68399 0.87773 -0.69107
C 1.24798 -0.05313 -0.47775
C -0.78707 0.53108 -1.88428
H -1.73602 1.96180 -0.55786
H 2.18391 0.34674 -0.07707
H 1.27595 0.70453 -2.49960
H 1.79333 -2.55331 2.05151
H -2.70140 0.51230 -0.83296
H 0.94700 -1.85154 3.75435
H -1.11262 1.08399 -2.76756
H 0.76945 1.89265 -1.29683
H -0.88809 -0.53349 -2.10804
H 1.46829 -1.05214 -0.87264
*
```

- HOMO-LUMO gap (eV) = 10.12
- SMILES string = Pn1nnc2c1CCCC2
- energy relative to the best compared isomer or geometry (same formula, charge and spin) (kcal per mole) = 1.8


# C24H36BaCl4F6O12P

C24H36BaCl4F6O12P as an isolated structure (ωB97M-V with the def2-TZVPD basis set, the OMol25 dataset).

```
! RIJCOSX wB97M-V def2-TZVPD def2/J DEFGRID3
* xyz 1 1
Ba -2.67591 0.66199 0.28803
Cl 3.70528 -2.22489 -4.93624
Cl 4.85984 1.45875 2.85709
Cl 3.25963 -4.78134 -3.02342
Cl 6.05111 2.88759 -0.11768
P 1.04916 -0.11881 -0.47049
F 2.21257 -1.06611 0.24039
F 1.39172 1.03292 0.64795
F 0.62745 -1.36558 -1.57386
F 2.28902 0.47049 -1.25347
F -0.04725 0.87259 -1.21317
F -0.06376 -0.74550 0.56436
O -2.31075 2.34208 -1.92453
O 3.27856 -5.37195 6.32896
O 3.03476 -1.88467 3.07114
O 0.55139 5.05023 -4.72507
O -1.46745 6.32964 -5.69292
O -2.51977 -0.99507 -1.90115
O -4.51427 3.45013 -3.29446
O 0.80768 -2.89012 2.04762
O -2.82621 3.10422 1.35366
O -3.13791 -2.11721 0.69176
O -1.04211 1.29498 2.38982
O 1.14910 -6.71919 4.80212
C 1.00626 -4.83103 3.38493
C -1.51635 3.56358 1.61430
C -3.85251 4.02366 0.89575
C 4.57502 1.84503 0.08594
C 3.13430 -3.61487 4.66978
C -2.75498 -0.64179 -3.29127
C -0.20575 0.48839 3.24734
C -3.07122 4.84420 -4.55793
C 4.63674 0.80647 1.23011
C -0.88577 2.65060 2.78090
C -3.28833 3.86556 -3.59651
C 1.59120 -5.64674 4.47689
C 2.58369 -2.94863 3.51927
C -3.04493 -2.72066 1.99711
C 2.71943 -4.82790 5.15907
C 3.38884 -3.16530 -2.37999
C 1.51075 -3.65337 2.93347
C -1.76527 5.37886 -4.97936
C -0.69816 4.55949 -4.31289
C -2.34222 -2.30830 -1.69427
C -2.25583 -2.80491 -0.29230
C -2.14771 3.14928 -2.91227
C -0.87669 3.56155 -3.43025
C 2.89143 -2.17436 -3.36855
H 2.76525 -6.17943 6.40709
H -1.43747 -2.71195 -2.14880
H 1.82713 -2.24665 -3.59247
H -3.22332 0.33785 -3.19608
H -1.85253 -0.42906 -3.86437
H -1.31675 2.79701 3.77132
H -1.56994 4.62738 1.84570
H 5.49752 0.15716 1.07025
H 3.68118 0.28431 1.18152
H 4.42171 -2.99644 -2.07542
H -5.16903 3.94203 -3.79537
H -3.99227 -2.53923 2.50479
H -0.04047 3.01727 -3.01684
H 0.11679 3.05954 2.90640
H -2.26606 -2.17611 2.53088
H -0.52866 0.56233 4.28578
H 3.67753 2.46355 0.09329
H 0.13203 -5.21005 2.87654
H 3.08967 -1.17310 -2.98611
H -3.11191 -2.91681 -2.16904
H -0.95509 3.45461 0.68629
H -2.44204 -3.87475 -0.19820
H -0.03832 -0.51143 2.84679
H -3.82256 4.23401 -0.17334
H -3.43463 -1.21496 -3.92186
H 4.50342 1.20770 -0.79541
H -3.80175 4.98138 1.41373
H 0.81097 0.88011 3.21687
H 2.81621 -3.11051 -1.45415
H 3.86337 -2.98728 5.16068
H -4.87062 3.63438 0.89304
H 1.27621 -2.08642 1.81067
H -3.91669 5.40278 -4.93152
H -1.19083 -2.71857 -0.07687
H 0.33616 5.75007 -5.34597
H -2.82774 -3.78474 1.90408
*
```

- HOMO-LUMO gap (eV) = 6.04


# C4H6F7NSSiSr

C4H6F7NSSiSr as an isolated structure (ωB97M-V with the def2-TZVPD basis set, the OMol25 dataset).

```
! RIJCOSX wB97M-V def2-TZVPD def2/J DEFGRID3
* xyz 2 1
Sr 1.07658 0.21943 2.79086
S 2.34853 -2.32994 -0.96537
Si 0.94876 -0.95641 0.03193
F -3.39732 1.47369 0.98026
F -0.91850 1.81952 -0.31896
F -1.76832 0.12110 2.07702
F -3.52342 -0.88175 0.62450
F -1.36374 -2.05293 -0.98931
F -0.26610 -0.50692 -2.43659
F -2.57981 0.76190 -1.66309
N 2.07755 1.60699 -0.76125
C -0.66068 -0.71610 -0.99294
C 1.93665 0.65274 0.40440
C -1.61592 0.52880 -0.52281
C -2.54495 0.23938 0.79585
H 2.10569 -3.64900 -0.46836
H 1.43993 1.27982 -1.53997
H 1.61710 2.50924 -0.43461
H 0.60122 -1.60130 1.29096
H 1.44779 1.13901 1.36455
H 3.03896 0.34273 0.73294
*
```

- HOMO-LUMO gap (eV) = 7.70


# C3H4O3

A 2-piece molecular cluster, C3H4O3 overall (ωB97M-V with the def2-TZVPD basis set, the OMol25 dataset).

```
! RIJCOSX wB97M-V def2-TZVPD def2/J DEFGRID3
* xyz 0 3
O -0.05947 -1.90531 -0.01432
O -2.30527 0.21942 -0.08421
O 3.36195 -0.10754 -0.08991
C -0.01483 -0.55107 -0.19214
C -0.94254 0.40067 0.03250
C 2.35925 0.49015 0.03086
H -0.56023 1.44609 -0.11028
H 2.28252 1.50804 0.29934
H -2.44912 -0.68715 0.09071
H -0.71875 -2.33372 0.55983
*
```

- HOMO-LUMO gap (alpha / beta) (eV) = 7.35 / 7.56
- ⟨S²⟩ = 2.01
- energy relative to the best compared isomer or geometry (same formula, charge and spin) (kcal per mole) = 54.5